ORCA calculation (the ωB97M-V functional and the def2-TZVPD basis) on C50H77NOPReSeSi as an isolated structure.

Last column: Löwdin spin population.
Positions of all 133 atoms, in Å:
Si1 1.93013 1.89229 1.04717  0.0091
H1 -3.39016 -6.94432 -1.18897  0.0000
C1 -5.67845 0.06086 0.51167  -0.0009
C2 0.81124 -3.69835 2.24128  0.0038
C3 3.11899 2.26682 -1.51078  -0.0007
H2 -8.30045 0.12641 -1.28751  0.0009
H3 -0.75146 2.44532 5.41465  0.0010
H4 -0.87452 -3.57630 -2.07100  0.0012
H5 3.61268 -1.75754 -1.74671  0.0000
C4 -2.13445 -4.53203 0.98955  0.0009
H6 4.33477 -3.72965 -2.76046  0.0000
C5 5.72917 2.42615 -0.59289  0.0002
H7 1.08705 3.96164 0.06516  0.0004
H8 -2.40955 -3.33466 -1.28572  0.0058
C6 -3.83270 -0.81716 1.89404  0.0088
C7 -2.75545 4.20616 0.18098  0.0001
C8 4.15864 2.43816 -2.41523  0.0003
H9 -1.70838 4.06225 -2.64801  0.0000
C9 1.33063 0.17803 0.60762  0.0402
C10 2.66323 1.97824 2.75770  0.0024
C11 1.66872 -3.00835 -0.47111  0.0178
H10 0.05665 -2.26816 3.68264  0.0084
H11 1.65778 -5.54823 1.44229  0.0000
C12 -0.13923 -3.30050 3.40718  0.0164
C13 2.27978 -4.41290 -0.77954  0.0028
O1 -0.58518 0.12122 2.96387  0.1346
C14 0.63592 3.24030 0.77462  0.0034
H12 -7.91421 1.84072 -1.16195  0.0006
N1 -0.68964 2.80110 0.30318  0.0049
H13 3.26260 -4.47792 -0.30601  0.0005
H14 3.14063 -3.62324 -4.03702  0.0000
C15 -5.48383 0.64929 -1.78112  -0.0035
H15 -1.84030 -6.90436 -0.38116  0.0000
C16 1.51063 -2.18970 -1.77038  0.0020
H16 -2.51845 2.33081 1.24949  0.0000
C17 4.01686 2.14239 5.21429  0.0002
C18 2.79209 3.19900 3.42625  0.0007
C19 -0.85866 2.76865 -1.14202  0.0071
C20 -0.69738 2.09679 4.37974  0.0039
H17 0.23884 0.40924 6.22834  0.0005
C21 -1.84315 5.05005 -0.71123  0.0001
H18 3.94820 2.51397 -3.47732  0.0000
H19 -1.25955 -5.89705 -2.43516  0.0001
H20 4.54204 2.20933 6.16181  0.0000
C22 -1.90781 3.21509 1.00571  0.0001
C23 3.91335 0.92077 4.55899  0.0000
H21 4.35650 0.03103 4.99502  0.0000
H22 -8.18857 0.88636 0.30431  0.0000
H23 0.53344 3.77503 1.72829  0.0004
H24 -4.01053 -4.77871 -0.09392  0.0000
C24 -1.57670 -4.02770 -1.37633  0.0068
C25 2.44134 -4.65440 -2.28187  0.0004
H25 -2.85255 -5.19550 -2.66558  0.0000
Se1 -1.68328 -0.55341 -0.77176  0.2511
C26 -3.35872 0.47939 -3.07636  0.0052
H26 -2.42068 5.82023 -1.22539  0.0000
H27 2.38529 -2.44824 0.13463  -0.0002
H28 6.74995 2.48850 -0.23109  0.0000
C27 5.46906 2.51700 -1.95438  -0.0009
H29 -4.26275 -0.25515 2.72294  0.0005
C28 1.08048 -5.20828 2.29590  -0.0009
H30 -1.18251 -3.36050 3.08383  0.0028
C29 2.87411 -2.13793 -2.45993  0.0003
H31 0.13045 -5.74966 2.27669  0.0001
H32 0.79650 -2.65379 -2.45162  0.0002
H33 0.24849 2.43497 3.94948  0.0001
C30 -4.32344 -0.27784 0.56985  0.0166
H34 2.91436 -5.62495 -2.43643  0.0001
H35 -4.12735 -1.86037 2.02116  0.0014
H36 -1.52481 2.53372 3.81686  0.0002
H37 -3.68894 -6.04066 1.07782  0.0000
C31 1.50820 -4.63440 4.76053  0.0004
H38 1.12734 -1.19903 -1.56092  0.0015
H39 1.68238 -5.22088 -0.36506  0.0003
H40 1.65741 -6.59132 3.84448  0.0000
C32 0.29744 -0.03117 5.23099  0.0015
C33 1.86576 -5.55411 3.57888  0.0000
H41 -2.29080 0.40140 5.85518  0.0005
H42 -3.40528 -0.45194 -3.65321  0.0007
H43 4.90665 2.19103 1.37060  -0.0001
H44 3.19554 -0.11517 2.82629  0.0002
H45 1.30117 0.17085 -0.48085  0.0151
H46 6.28360 2.64721 -2.65628  -0.0001
H47 -0.25262 -3.63842 5.54139  0.0001
C34 -3.55451 -0.12763 -0.58635  0.0314
H48 -3.48255 3.66336 -0.43706  0.0000
H49 -1.62421 3.68315 1.94699  0.0001
H50 -2.24041 -0.96397 4.71919  0.0001
H51 0.16381 -1.11380 5.32903  0.0001
C35 4.68255 2.25562 0.30921  -0.0010
H52 -6.27835 -0.05204 1.41429  -0.0003
H53 2.14808 -0.50149 0.90046  0.0188
C36 3.24739 0.84564 3.33998  0.0005
Re1 -0.44615 -0.70752 1.31330  2.2357
H54 -0.59156 -5.07397 4.59137  0.0003
C37 -2.63130 -6.27133 -0.79367  0.0001
H55 -1.77246 -5.02340 1.89330  0.0001
C38 -0.77726 0.58033 4.34478  0.0213
H56 2.09829 2.20978 -1.89260  0.0002
C39 -0.97301 -4.25395 0.01982  0.0032
H57 -3.79459 1.26825 -3.68945  0.0003
H58 1.77244 -3.18663 2.38743  0.0008
H59 -2.93130 0.59957 4.21158  0.0001
H60 -0.33616 -5.14005 -0.03377  0.0000
C40 3.27407 -3.55352 -2.95656  0.0001
H61 1.68463 -5.15334 5.70249  0.0001
C41 -3.22105 -5.41072 0.32335  0.0002
H62 1.45311 -4.71638 -2.74788  0.0000
H63 -5.93026 1.00560 -2.70948  -0.0005
H64 2.93592 -5.48858 3.37604  0.0000
C42 3.35730 2.17306 -0.13202  -0.0024
H65 -3.32539 4.84434 0.85770  0.0000
C43 -1.10811 4.16997 -1.73742  0.0017
C44 -6.28075 0.52399 -0.64882  0.0142
H66 -1.71084 2.12983 -1.36432  0.0052
H67 2.85116 -1.43171 -3.29133  0.0001
C45 -2.07438 -5.38081 -1.92172  0.0016
H68 -0.16633 4.64120 -2.02869  0.0002
H69 3.55575 4.24322 5.14206  0.0000
C46 0.05311 -4.18943 4.65183  0.0024
H70 -2.30764 0.70928 -2.92106  0.0024
C47 3.46061 3.28365 4.64305  0.0002
H71 -2.75305 -0.75954 2.00990  0.0059
H72 2.37117 4.10593 2.99391  0.0001
C48 -4.13161 0.33631 -1.77769  0.0125
H73 1.28606 0.17556 4.82486  0.0002
H74 -2.57557 -3.58238 1.28704  0.0010
H75 2.15214 -3.74785 4.76263  0.0000
H76 -1.11417 5.56978 -0.07872  0.0000
C49 -2.14647 0.12389 4.80722  0.0029
C50 -7.75186 0.86591 -0.69567  0.0026
H77 0.01770 2.30093 -1.60485  0.0008
P1 0.19993 -2.98608 0.64402  0.0582

Values from the calculation:
E_LUMO (alpha / beta) ... -2.64 / -3.58 eV
2S+1 ... 4
Max |F| ... 0.93 eV/Å
Orbital gap (alpha / beta) ... 7.1 / 6.1 eV
Molecular weight ... 1032.40 Da
ΔE to the lowest compared entry with this formula, charge and spin ... 7.6 kcal per mole
Total charge ... +1